Record 1
A structure of composition C30H48InO10. Source: OMol25; level of theory: the ωB97M-V functional and the def2-TZVPD basis.

The geometry in XYZ format:
```
89
Properties=species:S:1:pos:R:3:forces:R:3:mulliken_charge:R:1
C -1.643 -2.516 0.646 -0.1 0.2 -0.1 -0.61
O -2.512 -3.604 0.925 0.2 0.1 0.1 -0.30
C -3.276 -4.072 -0.169 -0.1 0.0 -0.1 -0.71
C -2.463 -4.484 -1.406 0.1 -0.4 -0.1 -0.77
C -2.423 -3.523 -2.617 -0.3 0.2 0.0 -0.39
C -1.035 -3.350 -3.273 0.1 -0.1 -0.2 -1.44
C -0.451 -1.935 -3.140 -0.1 0.1 0.2 0.33
C -1.101 -0.938 -4.127 0.0 0.1 -0.3 -0.77
C -1.692 0.374 -3.554 0.1 0.1 0.3 -0.29
C -1.221 1.637 -4.303 -0.1 0.0 -0.1 -1.40
C 0.079 2.244 -3.743 0.0 -0.1 -0.1 0.53
C -0.141 3.117 -2.479 0.1 0.0 -0.1 -1.29
In 1.252 2.710 -0.813 0.0 0.2 0.1 0.87
O 2.373 1.058 -1.473 0.0 -0.2 0.1 -0.68
C 2.511 -0.060 -0.673 0.0 -0.2 0.0 -0.40
C 3.955 -0.305 -0.208 0.2 0.1 -0.1 0.75
C 4.030 -1.528 0.714 0.1 -0.1 0.1 -1.64
C 4.974 -0.419 -1.368 -0.1 0.0 0.1 -1.37
C 4.644 -1.460 -2.464 -0.4 -0.1 0.1 1.32
C 3.886 -0.798 -3.629 0.1 0.0 0.0 -1.37
C 5.894 -2.212 -2.965 0.1 0.0 -0.2 -1.50
H -2.049 -1.874 -0.148 0.0 0.0 0.1 0.21
H -0.649 -2.867 0.338 -0.2 0.1 0.0 0.26
H -1.541 -1.910 1.557 0.0 -0.3 -0.2 0.26
H -3.802 -4.945 0.236 0.1 0.2 -0.1 0.28
H -4.042 -3.324 -0.438 0.2 0.0 0.0 0.36
H -1.440 -4.716 -1.074 -0.2 0.1 0.0 0.33
H -2.886 -5.442 -1.746 0.2 0.2 0.0 0.49
H -3.135 -3.903 -3.365 0.1 0.2 0.2 0.44
H -2.811 -2.532 -2.329 0.1 -0.2 0.0 0.32
H -0.339 -4.102 -2.869 -0.2 0.2 0.0 0.51
H -1.120 -3.567 -4.350 0.1 0.0 0.2 0.34
H 0.635 -1.969 -3.280 -0.2 0.1 0.0 0.06
H -0.607 -1.573 -2.117 0.1 -0.1 0.0 -0.04
H -1.904 -1.467 -4.661 0.1 0.1 0.0 0.38
H -0.360 -0.667 -4.896 -0.2 -0.1 0.2 0.41
H -1.414 0.472 -2.491 -0.1 0.0 -0.3 0.22
H -2.792 0.327 -3.580 0.3 -0.1 0.0 0.43
H -1.097 1.378 -5.367 0.0 0.0 0.1 0.45
H -2.006 2.406 -4.265 0.1 -0.1 0.0 0.39
H 0.796 1.428 -3.545 -0.2 0.1 0.0 -0.47
H 0.539 2.852 -4.539 -0.1 -0.1 0.2 0.38
H 0.025 4.175 -2.730 -0.2 -0.2 0.0 0.39
H -1.184 3.033 -2.137 0.2 0.0 0.0 0.38
H 2.422 4.028 -0.578 0.0 0.0 0.0 -0.44
H 0.527 2.213 0.724 0.0 -0.2 0.0 -0.49
H 2.179 -0.980 -1.205 0.0 0.1 0.0 -0.28
H 1.892 -0.015 0.245 0.0 0.0 -0.1 0.53
H 4.238 0.591 0.370 0.0 -0.2 -0.1 0.30
H 4.980 -1.551 1.268 -0.2 0.0 -0.1 0.41
H 3.212 -1.524 1.448 0.2 0.0 -0.1 0.44
H 3.964 -2.471 0.150 0.0 0.2 0.1 0.26
H 5.061 0.567 -1.845 0.0 -0.1 0.1 0.30
H 5.952 -0.655 -0.924 -0.1 0.0 -0.1 0.51
H 3.970 -2.210 -2.018 0.1 0.2 -0.1 0.04
H 3.067 -0.171 -3.262 0.1 -0.1 0.0 -0.06
H 4.575 -0.142 -4.182 -0.1 -0.1 0.1 0.42
H 3.496 -1.545 -4.337 0.1 0.1 0.2 0.39
H 5.877 -2.331 -4.059 0.0 0.0 0.3 0.35
H 6.815 -1.671 -2.711 -0.1 0.0 -0.1 0.35
H 5.982 -3.215 -2.531 0.0 0.2 0.0 0.31
C -0.030 6.768 3.184 -0.1 0.0 0.0 -1.15
C 0.406 7.614 4.124 0.0 0.0 0.1 0.39
C 1.181 7.159 5.347 0.0 -0.1 0.0 1.13
O 1.515 8.043 6.122 0.0 0.0 0.1 -0.67
C 1.479 5.761 5.511 0.0 0.0 0.1 -1.03
C 1.054 4.905 4.566 0.0 -0.1 -0.2 0.34
C 0.247 5.357 3.355 0.1 -0.1 0.0 1.06
O -0.108 4.469 2.610 -0.1 0.1 -0.1 -0.52
O 1.274 3.605 4.580 0.1 0.1 0.0 -0.58
O 0.213 8.928 4.102 -0.1 0.0 -0.2 -0.60
H -0.582 7.085 2.311 0.0 0.0 0.0 0.44
H 2.047 5.448 6.376 0.0 0.0 0.0 0.43
H 0.926 3.253 3.727 -0.1 0.1 0.1 0.36
H 0.652 9.260 4.910 0.0 0.0 0.1 0.38
C -5.258 -0.977 4.909 0.0 0.1 0.0 -1.03
C -3.933 -0.867 5.085 0.1 0.0 0.0 0.26
C -2.949 -1.869 4.505 -0.1 0.0 0.0 1.16
O -1.775 -1.652 4.737 0.2 0.0 0.1 -0.67
C -3.448 -2.990 3.748 0.1 -0.1 0.0 -0.96
C -4.771 -3.096 3.568 -0.1 0.1 0.0 0.33
C -5.756 -2.091 4.138 0.0 0.0 0.0 1.07
O -6.935 -2.304 3.903 0.0 0.0 0.0 -0.66
O -5.362 -4.068 2.888 0.2 0.0 0.0 -0.56
O -3.345 0.092 5.776 -0.1 0.1 0.0 -0.57
H -5.965 -0.268 5.315 0.0 0.0 0.0 0.43
H -2.739 -3.683 3.320 -0.1 0.0 0.0 0.43
H -6.317 -3.863 2.923 -0.1 0.0 0.0 0.38
H -2.383 -0.089 5.722 0.0 0.0 -0.1 0.38
```
Forces are in eV/Å.

Summary:
**M**: 683.52 g/mol
**Net charge**: -1
**Energy**: -2114.39741 hartree
**Highest occupied orbital energy**: -4.701 eV
**Strongest force on any atom**: 0.4 eV/A

Record 2
A structure of composition C21H19F5NPdSSi. Source: OMol25; level of theory: the ωB97M-V functional and the def2-TZVPD basis.

The geometry in XYZ format:
```
49
Properties=species:S:1:pos:R:3:forces:R:3:mulliken_charge:R:1
Pd -0.564 0.145 0.328 0.5 -0.1 -0.7 -0.27
C 4.376 -1.584 4.833 0.2 -0.2 0.0 -1.07
Si 3.306 -0.080 4.503 0.1 0.0 0.0 0.22
C 4.347 1.432 4.879 0.2 0.2 0.1 -1.06
C 1.910 -0.113 5.723 -0.3 0.0 0.1 -0.98
C 2.948 -0.076 2.668 -0.3 0.0 -0.1 0.51
C 4.052 0.056 1.846 0.1 0.0 0.0 -0.18
C 3.945 0.041 0.455 0.1 -0.1 0.1 -1.00
C 2.691 -0.149 -0.076 -0.2 -0.2 -0.1 -0.38
N 1.596 -0.292 0.673 -0.2 0.7 0.5 -0.22
C 1.673 -0.206 2.038 0.1 -0.1 -0.3 0.45
S 0.153 -0.203 2.835 0.3 -0.2 0.7 -0.45
H 4.670 -1.625 5.889 0.0 0.0 -0.1 0.30
H 5.288 -1.565 4.226 -0.1 0.0 0.1 0.32
H 3.834 -2.505 4.593 0.0 0.1 0.0 0.33
H 4.638 1.434 5.936 0.0 0.0 -0.1 0.30
H 3.788 2.352 4.677 0.0 -0.1 0.0 0.32
H 5.261 1.457 4.277 -0.1 0.0 0.1 0.32
H 2.332 -0.096 6.736 0.0 0.0 -0.1 0.29
H 1.298 -1.010 5.601 0.0 0.1 0.0 0.29
H 1.247 0.746 5.592 0.1 -0.1 0.0 0.31
H 5.039 0.173 2.291 -0.1 0.0 0.0 0.20
H 4.806 0.171 -0.188 0.0 0.0 0.0 0.37
H 2.540 -0.208 -1.147 0.0 0.1 0.0 0.37
F -1.807 2.737 1.643 0.0 -0.2 0.0 -0.30
C -0.898 3.104 0.717 0.1 0.3 0.0 0.93
C -0.203 2.182 -0.048 -1.1 -0.5 0.2 -1.21
C 0.651 2.730 -0.969 0.3 -0.2 -0.3 1.42
F 1.371 1.933 -1.805 -0.1 0.0 0.0 -0.34
C 0.846 4.089 -1.137 0.1 0.0 -0.1 -0.08
F 1.700 4.567 -2.063 0.0 0.0 0.0 -0.32
C 0.149 4.969 -0.343 0.0 0.2 0.0 0.85
F 0.323 6.296 -0.481 0.0 0.0 0.0 -0.34
C -0.732 4.473 0.595 0.0 0.1 0.0 -0.19
F -1.418 5.338 1.366 0.0 0.0 0.0 -0.33
C -2.574 -0.028 -0.026 1.0 0.3 0.3 -1.07
C -2.203 -1.450 0.003 -1.0 0.3 -0.2 0.22
C -2.167 -2.161 1.202 0.2 -0.1 0.4 -0.08
C -1.818 -3.502 1.230 0.0 0.0 0.0 -0.73
C -1.493 -4.162 0.054 0.0 0.0 0.0 -0.29
C -1.506 -3.469 -1.148 0.0 0.2 -0.1 -0.64
C -1.858 -2.126 -1.169 0.3 -0.2 -0.4 -0.28
H -3.154 0.344 0.810 -0.2 0.0 0.0 0.29
H -2.877 0.369 -0.987 -0.1 0.0 -0.1 0.35
H -2.405 -1.638 2.117 0.0 0.0 0.0 0.40
H -1.788 -4.029 2.175 0.0 0.0 0.0 0.37
H -1.224 -5.211 0.074 0.0 0.0 0.0 0.36
H -1.245 -3.973 -2.070 0.0 0.0 0.0 0.36
H -1.877 -1.579 -2.103 0.0 0.0 0.0 0.35
```
Forces are in eV/Å.

Summary:
**M**: 546.95 g/mol
**Relative energy (zero: lowest compared OMol25 entry of this formula, charge and spin)**: 0.0000 eV
**Net charge**: -1
**Energy**: -2181.34035 hartree
**Highest occupied orbital energy**: -3.774 eV
**Strongest force on any atom**: 1.2 eV/A

Record 3
An isolated molecule of C4H8O2. Source: OMol25; level of theory: the ωB97M-V functional and the def2-TZVPD basis.

The geometry in XYZ format:
```
14
Properties=species:S:1:pos:R:3:forces:R:3:mulliken_charge:R:1
O 0.722 -1.213 -1.293 0.3 -0.1 0.0 -0.54
C 0.472 0.111 -0.874 0.5 0.9 -0.2 0.21
C -0.995 0.295 -0.502 0.0 0.0 0.3 -0.62
C -0.992 -0.285 0.973 -0.4 0.4 -0.8 -0.44
O 0.383 -0.379 1.391 0.7 0.8 -0.9 -0.44
C 1.154 0.426 0.399 -0.5 -0.8 1.6 -0.75
H 0.942 -1.715 -0.492 -0.1 0.0 -0.3 0.36
H 1.027 0.873 -1.467 -1.2 -0.6 -1.1 0.31
H -1.672 -0.241 -1.179 0.3 0.1 0.3 0.31
H -1.264 1.357 -0.506 0.0 -0.2 0.0 0.27
H -1.479 -1.272 0.990 0.5 0.2 0.1 0.28
H -1.559 0.379 1.645 0.3 -0.2 -0.1 0.30
H 1.054 1.505 0.599 0.1 -0.3 0.2 0.35
H 2.221 0.156 0.309 -0.5 -0.2 0.7 0.39
```
Forces are in eV/Å.

Summary:
**M**: 88.11 g/mol
**SMILES string**: O[C@H]1CCOC1
**Relative energy (zero: lowest compared OMol25 entry of this formula, charge and spin)**: 1.6946 eV
**Energy**: -307.65016 hartree
**Highest occupied orbital energy**: -9.984 eV
**Strongest force on any atom**: 1.9 eV/A